*1*
Computed, not measured: a gas-phase ion, C5H11N2 (charge +1), with ωB97M-V/def2-TZVPD.

ORCA input file:
```
! RIJCOSX wB97M-V def2-TZVPD def2/J DEFGRID3
* xyz 1 1
N 0.93 -1.28 0.58
N 0.94 1.70 0.52
C -1.29 0.69 -0.22
C -0.86 -0.56 -0.96
C 0.86 -2.46 1.12
C 0.31 -1.16 -0.66
C -0.24 1.75 -0.44
H 0.72 -2.62 2.17
H 0.90 0.59 0.83
H 1.57 1.80 -0.28
H -1.64 -1.06 -1.59
H -2.18 1.14 -0.76
H -1.36 0.51 0.85
H 0.68 -2.08 -1.24
H 0.56 2.07 1.40
H -0.85 2.80 -0.28
H 0.24 1.50 -1.37
H 0.72 -3.32 0.36
*
```

M = 99.2 u
SMILES = C=N/C=C\CC[NH3+]
E_HOMO = -13.261 eV
HOMO-LUMO gap = 9.7 eV

Mulliken population analysis, charges in e, atoms 1 to 8:
1 N -0.331
2 N -0.284
3 C -0.591
4 C -0.397
5 C -0.217
6 C -0.377
7 C -0.875
8 H 0.314

---

*2*
Computed, not measured: 2 unconnected molecules or ions with the total composition C5H11N2, with ωB97M-V/def2-TZVPD.

ORCA input file:
```
! RIJCOSX wB97M-V def2-TZVPD def2/J DEFGRID3
* xyz 1 1
N 0.41 -0.99 0.43
N -0.08 1.24 -0.57
C -1.79 -0.50 -0.64
C -0.42 -0.09 -0.57
C 1.36 1.41 -0.88
C -2.98 -0.63 -0.53
C 0.31 -0.61 1.82
H 1.48 -0.90 0.34
H -4.00 -0.55 -0.46
H 0.27 -1.95 0.17
H 0.62 -1.47 2.39
H -0.74 -0.31 2.09
H 1.53 2.39 -1.36
H -0.88 1.81 -0.98
H 1.92 1.09 0.11
H 1.06 0.20 2.10
H 1.75 0.75 -1.72
H 0.18 -0.91 -1.76
*
```

M = 99.2 u
E_HOMO = -13.610 eV
HOMO-LUMO gap = 9.9 eV

Mulliken population analysis, charges in e, atoms 1 to 8:
1 N -0.239
2 N -0.196
3 C -0.679
4 C -0.123
5 C -0.770
6 C 0.062
7 C -0.769
8 H 0.428

---

Here is how they stack up, most stable first: *1*, *2*.

---

*1*
Computed, not measured: a gas-phase ion, C5H11N2 (charge +1), with ωB97M-V/def2-TZVPD.

ORCA input file:
```
! RIJCOSX wB97M-V def2-TZVPD def2/J DEFGRID3
* xyz 1 1
N -1.05 -0.64 -0.06
N 0.46 1.00 -0.47
C -0.88 0.58 -0.36
C -0.97 -1.64 0.68
C 1.48 0.00 -0.70
C -2.08 1.37 -0.42
C 1.88 -0.59 0.68
H -0.62 -1.36 1.70
H 2.41 0.46 -1.05
H -1.07 -2.68 0.37
H 0.57 1.93 -0.89
H 1.04 -0.69 -1.31
H 1.17 -1.17 1.27
H -2.40 1.84 -1.32
H -2.08 2.18 0.33
H 2.62 -1.38 0.41
H 2.40 0.12 1.35
H -2.89 0.66 -0.20
*
```

M = 99.2 u
SMILES = C=N/C(C)=[NH+]\CC
E_HOMO = -14.515 eV
HOMO-LUMO gap = 10.2 eV

Mulliken population analysis, charges in e, atoms 1 to 8:
1 N -0.082
2 N -0.165
3 C 0.604
4 C -0.421
5 C -0.594
6 C -1.076
7 C -0.878
8 H 0.413

---

*2*
Computed, not measured: a gas-phase ion, C5H11N2 (charge +1), with ωB97M-V/def2-TZVPD.

ORCA input file:
```
! RIJCOSX wB97M-V def2-TZVPD def2/J DEFGRID3
* xyz 1 1
N 0.25 -1.24 -1.42
N -0.31 -1.12 0.96
C 2.27 0.27 0.61
C 1.20 0.67 -0.07
C -0.15 -0.29 -0.32
C -1.32 0.63 -0.50
C -2.11 1.15 0.41
H -1.88 1.32 1.44
H -0.46 -1.28 -2.29
H -0.95 -1.90 0.86
H -1.50 0.72 -1.58
H 1.09 -0.80 -1.77
H 3.24 0.69 0.41
H -2.77 1.95 0.05
H 0.71 -1.18 1.40
H -0.86 -0.43 1.62
H 2.24 -0.80 0.84
H 1.30 1.63 -0.64
*
```

M = 99.2 u
SMILES = C=CC(N)([NH3+])C=C
E_HOMO = -14.558 eV
HOMO-LUMO gap = 11.2 eV

Mulliken population analysis, charges in e, atoms 1 to 8:
1 N -0.627
2 N -0.334
3 C -0.739
4 C -0.374
5 C 0.682
6 C -0.251
7 C -1.004
8 H 0.356

---

*3*
Computed, not measured: a molecular structure, C5H11N2, with ωB97M-V/def2-TZVPD.

ORCA input file:
```
! RIJCOSX wB97M-V def2-TZVPD def2/J DEFGRID3
* xyz 1 1
N -1.49 0.38 -1.75
N 2.06 -1.09 -0.02
C 0.99 -0.01 0.47
C 0.64 0.45 1.91
C -2.37 0.97 -0.77
C -0.45 -0.26 -1.71
C 0.61 -1.22 -0.41
H 0.25 -2.22 -0.21
H 0.43 -0.16 -2.50
H -0.07 -0.29 2.43
H 0.91 0.79 -0.31
H -2.98 1.69 -1.30
H 1.39 0.72 2.71
H -1.81 1.22 0.17
H 0.01 1.32 1.80
H 2.31 -1.86 0.53
H 2.68 -0.73 -0.69
H -3.10 0.30 -0.37
*
```

M = 99.2 u
E_HOMO = -12.883 eV
HOMO-LUMO gap = 9.6 eV

Mulliken population analysis, charges in e, atoms 1 to 8:
1 N -0.175
2 N -0.158
3 C -0.007
4 C -1.041
5 C -0.500
6 C -0.140
7 C -0.325
8 H 0.355

---

Here is how they stack up, most stable first: *1*, *2*, *3*.

---

*1*
Computed, not measured: a gas-phase ion, C5H11N2 (charge +1), with ωB97M-V/def2-TZVPD.

ORCA input file:
```
! RIJCOSX wB97M-V def2-TZVPD def2/J DEFGRID3
* xyz 1 1
N -0.55 -1.68 -2.62
N -0.83 0.26 -1.43
C -0.58 -0.36 -2.52
C 0.26 0.61 1.96
C 1.46 1.09 2.65
C -0.97 -0.35 -0.04
C 0.24 0.22 0.67
H 1.67 0.40 3.48
H -0.67 1.21 -1.27
H -0.29 0.34 -3.30
H -0.27 -2.10 -3.54
H 2.35 1.01 1.84
H 1.13 0.21 -0.09
H -0.64 0.64 2.67
H -0.97 -1.47 0.00
H 1.56 2.17 2.94
H -0.93 -2.27 -1.88
H -1.98 0.07 0.45
*
```

M = 99.2 u
SMILES = C/C=C/CNC=[NH2+]
E_HOMO = -13.255 eV
HOMO-LUMO gap = 10.0 eV

Mulliken population analysis, charges in e, atoms 1 to 8:
1 N -0.341
2 N -0.118
3 C 0.181
4 C 0.049
5 C -1.066
6 C -0.408
7 C -0.265
8 H 0.295

---

*2*
Computed, not measured: a gas-phase ion, C5H11N2 (charge +1), with ωB97M-V/def2-TZVPD.

ORCA input file:
```
! RIJCOSX wB97M-V def2-TZVPD def2/J DEFGRID3
* xyz 1 1
N 0.63 -0.86 -2.29
N -0.41 1.13 0.70
C 0.49 0.40 0.21
C 0.89 -0.70 -0.85
C 0.23 -1.91 -0.14
C -1.68 1.74 0.69
C 0.76 0.93 1.57
H -0.35 -0.82 -2.53
H 1.98 -0.78 -0.74
H -2.30 1.29 1.47
H -2.15 1.60 -0.28
H -1.58 2.80 0.90
H 1.16 -0.21 -2.86
H 0.64 0.29 2.43
H 0.47 -1.97 0.92
H -0.85 -1.88 -0.27
H 0.61 -2.81 -0.62
H 1.45 1.76 1.69
*
```

M = 99.2 u
SMILES = C[C@@H](N)C1=[N+](C)C1
E_HOMO = -14.123 eV
HOMO-LUMO gap = 10.0 eV

Mulliken population analysis, charges in e, atoms 1 to 8:
1 N -0.568
2 N 0.059
3 C 0.170
4 C 0.277
5 C -1.385
6 C -0.728
7 C -0.278
8 H 0.231

---

Here is how they stack up, most stable first: *1*, *2*.

---

*1*
Computed, not measured: C4H11NO in the gas phase, with ωB97M-V/def2-TZVPD.

ORCA input file:
```
! RIJCOSX wB97M-V def2-TZVPD def2/J DEFGRID3
* xyz 0 1
O 1.28 -0.68 -0.05
N -2.84 -0.35 -0.31
C -0.66 0.64 -0.37
C 0.73 0.54 0.29
C 2.80 -0.37 -0.19
C -1.59 -0.42 0.28
H -0.65 0.66 -1.43
H -3.36 -1.27 -0.31
H -1.58 -0.44 1.38
H -1.11 -1.40 0.07
H 3.39 -0.13 0.79
H 1.46 1.35 0.01
H -1.05 1.68 -0.03
H 0.63 0.72 1.44
H -3.58 0.29 0.17
H 3.19 -1.30 -0.63
H 2.96 0.50 -1.12
*
```

M = 89.1 u
SMILES = COCCCN
E_HOMO = -9.077 eV
HOMO-LUMO gap = 10.2 eV

Mulliken population analysis, charges in e, atoms 1 to 8:
1 O -0.330
2 N -0.602
3 C -0.500
4 C -0.370
5 C -0.644
6 C -0.502
7 H 0.299
8 H 0.248

---

*2*
Computed, not measured: C4H11NO in the gas phase, with ωB97M-V/def2-TZVPD.

ORCA input file:
```
! RIJCOSX wB97M-V def2-TZVPD def2/J DEFGRID3
* xyz 0 1
O -1.17 -0.93 0.44
N -0.14 0.25 -1.91
C 0.99 -0.75 1.59
C 0.25 -0.75 0.25
C -0.19 1.75 0.09
C 0.41 0.50 -0.57
H -1.24 1.63 0.34
H 0.34 2.02 1.01
H -1.27 -1.81 0.81
H 1.48 0.71 -0.68
H -0.48 1.13 -2.29
H 1.97 -1.19 1.45
H 0.42 -1.25 2.35
H -0.09 2.60 -0.60
H -1.00 -0.27 -1.77
H 1.15 0.27 1.93
H 0.59 -1.60 -0.35
*
```

M = 89.1 u
SMILES = C[C@H](N)[C@@H](C)O
E_HOMO = -9.327 eV
HOMO-LUMO gap = 10.2 eV

Mulliken population analysis, charges in e, atoms 1 to 8:
1 O -0.582
2 N -0.727
3 C -1.123
4 C 0.008
5 C -1.326
6 C 0.243
7 H 0.294
8 H 0.356

---

Here is how they stack up, most stable first: *2*, *1*.

---

*1*
Computed, not measured: 2 unconnected molecules or ions with the total composition C4H11NO, with ωB97M-V/def2-TZVPD.

ORCA input file:
```
! RIJCOSX wB97M-V def2-TZVPD def2/J DEFGRID3
* xyz 0 1
O -2.60 -2.64 1.41
N 1.89 0.47 -0.66
C 1.47 1.20 0.61
C -0.58 0.59 -0.94
C -0.07 1.14 0.55
C 0.67 -0.07 -1.41
H -0.23 0.21 1.15
H -1.35 -0.13 -0.63
H -3.62 -2.45 1.35
H 2.10 0.58 1.28
H -2.29 -3.13 2.12
H 0.73 -1.18 -1.32
H 2.41 1.05 -1.22
H -1.00 1.35 -1.61
H 1.67 2.29 0.87
H -0.56 2.09 0.89
H 0.78 0.12 -2.48
*
```

M = 89.1 u
SMILES = C1CCNC1.O
E_HOMO = -8.507 eV
HOMO-LUMO gap = 9.4 eV

Mulliken population analysis, charges in e, atoms 1 to 8:
1 O -0.630
2 N -0.456
3 C -0.513
4 C -0.434
5 C -0.460
6 C -0.439
7 H 0.156
8 H 0.187

---

*2*
Computed, not measured: 2 unconnected molecules or ions with the total composition C4H11NO, with ωB97M-V/def2-TZVPD.

ORCA input file:
```
! RIJCOSX wB97M-V def2-TZVPD def2/J DEFGRID3
* xyz 0 1
O -1.61 2.52 -0.43
N -0.73 -0.20 0.41
C 1.28 -0.78 -0.91
C -1.66 -0.43 1.33
C 2.43 -0.29 -0.15
C 0.09 -1.38 -0.16
H 2.91 -1.22 0.27
H 0.56 -1.92 0.77
H 3.12 0.33 -0.74
H -1.90 0.62 1.72
H 2.08 0.51 0.57
H -0.50 -1.98 -0.86
H 1.77 -1.32 -1.71
H -0.86 3.10 -0.31
H -1.25 1.59 -0.28
H 0.88 0.14 -1.42
H -1.73 -1.35 1.90
*
```

M = 89.1 u
SMILES = C=NCCC.O
E_HOMO = -10.203 eV
HOMO-LUMO gap = 10.8 eV

Mulliken population analysis, charges in e, atoms 1 to 8:
1 O -0.687
2 N -0.372
3 C -0.404
4 C -0.370
5 C -1.160
6 C -0.480
7 H 0.297
8 H 0.317

---

Here is how they stack up, most stable first: *2*, *1*.

---

*1*
Computed, not measured: C3H6FN in the gas phase, with ωB97M-V/def2-TZVPD.

ORCA input file:
```
! RIJCOSX wB97M-V def2-TZVPD def2/J DEFGRID3
* xyz 0 1
F -2.61 -0.60 -0.79
N -1.66 0.30 -1.11
C -0.03 -0.93 0.93
C -0.17 0.06 -0.15
C 0.89 1.05 -0.55
H 0.31 -0.48 1.81
H 1.78 0.79 0.16
H 0.73 -1.69 0.70
H 0.54 2.08 -0.53
H -0.89 -1.43 1.17
H 1.11 0.85 -1.64
*
```

M = 75.1 u
SMILES = CC(C)=NF
E_HOMO (alpha / beta) = -9.713 / -8.261 eV
HOMO-LUMO gap (alpha / beta) = 10.3 / 8.6 eV

Mulliken population analysis, charges in e, atoms 1 to 8:
1 F -0.134
2 N -0.173
3 C -1.077
4 C 0.371
5 C -0.827
6 H 0.348
7 H 0.271
8 H 0.292

---

*2*
Computed, not measured: C3H6FN in the gas phase, with ωB97M-V/def2-TZVPD.

ORCA input file:
```
! RIJCOSX wB97M-V def2-TZVPD def2/J DEFGRID3
* xyz 0 1
F 1.64 1.16 -0.13
N -1.20 -0.26 -0.04
C -0.33 0.28 0.96
C -0.11 -0.23 -1.07
C 0.88 0.04 0.08
H 0.14 -1.09 -1.70
H -0.36 1.37 1.04
H -0.40 -0.02 2.02
H -0.21 0.62 -1.73
H -1.61 -1.12 0.17
H 1.56 -0.76 0.40
*
```

M = 75.1 u
SMILES = FC1CNC1
E_HOMO = -8.841 eV
HOMO-LUMO gap = 10.0 eV

Mulliken population analysis, charges in e, atoms 1 to 8:
1 F -0.333
2 N -0.418
3 C -0.525
4 C -0.505
5 C 0.280
6 H 0.251
7 H 0.184
8 H 0.312

---

Here is how they stack up, most stable first: *2*, *1*.

---

*1*
Computed, not measured: a gas-phase ion, C4H8N3 (charge +1), with ωB97M-V/def2-TZVPD.

ORCA input file:
```
! RIJCOSX wB97M-V def2-TZVPD def2/J DEFGRID3
* xyz 1 1
N -1.51 -1.25 -0.20
N -2.86 0.56 0.15
N -0.59 0.83 -0.04
C -1.76 1.30 0.10
C -2.65 -0.74 0.01
C 1.57 -0.20 0.37
C 0.72 0.80 -0.43
H 1.12 1.81 -0.24
H -3.56 -1.34 0.10
H 2.08 0.26 1.21
H 0.92 -0.98 0.76
H -1.93 2.37 0.25
H 0.80 0.63 -1.51
H 2.31 -0.66 -0.27
H -1.20 -2.20 -0.29
*
```

M = 98.1 u
E_HOMO (alpha / beta) = -14.911 / -14.913 eV
HOMO-LUMO gap (alpha / beta) = 7.1 / 7.1 eV

Mulliken population analysis, charges in e, atoms 1 to 8:
1 N -0.335
2 N -0.479
3 N 0.004
4 C 0.093
5 C 0.144
6 C -0.998
7 C -0.162
8 H 0.359

---

*2*
Computed, not measured: 2 unconnected molecules or ions with the total composition C4H8N3, with ωB97M-V/def2-TZVPD.

ORCA input file:
```
! RIJCOSX wB97M-V def2-TZVPD def2/J DEFGRID3
* xyz 1 1
N -0.07 -1.86 0.59
N 0.78 1.24 -0.96
N -0.37 -0.66 0.93
C 0.25 -2.15 -0.79
C -0.64 1.82 1.50
C -0.51 0.48 1.07
C 0.96 1.72 -1.97
H 1.12 2.16 -2.93
H -1.14 2.41 0.73
H 0.34 2.25 1.71
H -0.64 -2.16 -1.43
H 0.94 -1.39 -1.16
H -0.52 -2.59 1.13
H -1.25 1.84 2.41
H 0.73 -3.12 -0.83
*
```

M = 98.1 u
E_HOMO = -14.095 eV
HOMO-LUMO gap = 11.1 eV

Mulliken population analysis, charges in e, atoms 1 to 8:
1 N -0.541
2 N -0.389
3 N 0.378
4 C -0.692
5 C -1.014
6 C 0.749
7 C -0.005
8 H 0.354

---

Here is how they stack up, most stable first: *2*, *1*.

---

*1*
Computed, not measured: a gas-phase ion, C4H8N3 (charge +1), with ωB97M-V/def2-TZVPD.

ORCA input file:
```
! RIJCOSX wB97M-V def2-TZVPD def2/J DEFGRID3
* xyz 1 1
N 1.96 -0.62 0.13
N -0.24 0.18 -0.06
N -2.06 -0.89 0.12
C -0.75 -1.04 0.16
C -2.41 0.39 -0.09
C 1.15 0.52 0.04
C -1.25 1.13 -0.03
H 1.24 1.12 0.88
H 2.74 -0.43 0.68
H -1.19 2.22 -0.03
H 1.43 1.36 -0.93
H -3.42 0.65 -0.09
H -0.24 -1.97 0.39
H -2.88 -1.51 0.07
H 2.18 -1.19 -0.66
*
```

M = 98.1 u
SMILES = NC[n+]1cc[nH]c1
E_HOMO = -13.930 eV
HOMO-LUMO gap = 10.7 eV

Mulliken population analysis, charges in e, atoms 1 to 8:
1 N -0.485
2 N 0.120
3 N -0.048
4 C -0.085
5 C -0.393
6 C -0.429
7 C -0.317
8 H 0.451

---

*2*
Computed, not measured: a gas-phase ion, C4H8N3 (charge +1), with ωB97M-V/def2-TZVPD.

ORCA input file:
```
! RIJCOSX wB97M-V def2-TZVPD def2/J DEFGRID3
* xyz 1 1
N -1.03 -1.91 -0.25
N -3.04 0.75 -0.34
N 0.41 0.19 0.00
C 1.75 -0.23 0.00
C -2.08 0.14 -0.25
C -0.94 -0.61 -0.10
C 0.16 1.63 0.19
H -0.22 1.86 1.17
H 2.02 -1.13 -0.48
H 2.41 0.54 -0.31
H -1.81 -2.49 -0.45
H 2.08 -0.42 1.18
H -0.55 2.06 -0.58
H 1.13 2.06 0.13
H -0.30 -2.43 0.09
*
```

M = 98.1 u
SMILES = CN(C)C(=[NH2+])C#N
E_HOMO = -14.452 eV
HOMO-LUMO gap = 8.5 eV

Mulliken population analysis, charges in e, atoms 1 to 8:
1 N -0.274
2 N -0.180
3 N 0.069
4 C -0.860
5 C -0.003
6 C 0.626
7 C -0.954
8 H 0.378

---

Here is how they stack up, most stable first: *1*, *2*.